C29H36F5N6O6P2SYb | ωB97M-V/def2-TZVPD

The geometry in XYZ format:
```
86
Properties=species:S:1:pos:R:3:lowdin_spin:R:1
Yb -0.852 -0.324 -0.853 1.0053
C -4.551 -1.887 -1.888 0.0000
O -5.305 -1.934 -0.690 0.0000
C -4.719 -1.703 0.516 0.0000
C -5.555 -1.781 1.607 0.0000
C -5.099 -1.560 2.911 0.0000
C -3.790 -1.249 3.131 0.0000
C -2.878 -1.162 2.050 0.0000
C -1.526 -0.882 2.333 -0.0001
N -0.532 -0.664 1.494 -0.0013
N 0.610 -0.407 2.217 0.0001
C 1.673 0.094 1.746 0.0000
O 1.849 0.517 0.425 0.0002
C 2.741 0.468 2.674 0.0000
C 2.562 0.309 4.052 0.0000
C 3.514 0.771 4.939 0.0000
C 4.662 1.395 4.476 0.0000
C 4.852 1.551 3.113 0.0000
C 3.905 1.085 2.221 0.0000
C -3.329 -1.388 0.705 0.0001
O -2.506 -1.355 -0.275 -0.0011
H -5.263 -2.092 -2.687 0.0000
H -3.776 -2.659 -1.902 0.0000
H -4.099 -0.901 -2.047 0.0000
H -6.589 -2.026 1.431 0.0000
H -5.797 -1.634 3.728 0.0000
H -3.430 -1.060 4.130 0.0000
H -1.267 -0.826 3.394 0.0000
H 1.665 -0.166 4.410 0.0000
H 3.350 0.665 6.001 0.0000
H 5.400 1.765 5.171 0.0000
H 5.738 2.047 2.747 0.0000
H 4.052 1.211 1.159 0.0000
F -0.374 -7.178 -2.500 0.0001
C -0.621 -5.867 -2.645 0.0002
C -0.375 -4.976 -1.607 0.0000
F 0.136 -5.411 -0.444 0.0000
C -0.642 -3.628 -1.774 0.0001
F -0.413 -2.812 -0.679 -0.0003
C -1.105 -3.070 -2.978 -0.0001
S -1.332 -1.400 -3.273 -0.0006
C -1.351 -4.012 -4.006 0.0001
F -1.807 -3.576 -5.184 0.0000
C -1.127 -5.366 -3.848 0.0000
F -1.372 -6.216 -4.853 0.0000
C 3.338 2.254 -1.425 0.0000
N 2.906 0.970 -1.939 0.0000
C 2.269 1.094 -3.244 0.0000
P 2.256 -0.210 -0.966 0.0000
O 1.101 -0.940 -1.542 -0.0009
O 0.089 1.716 -1.149 -0.0010
P -1.267 2.285 -0.794 -0.0001
O -2.376 1.401 -1.286 -0.0004
N -1.376 3.853 -1.379 0.0000
C -0.210 4.703 -1.354 0.0000
C -2.651 4.525 -1.353 0.0000
N -1.359 2.234 0.931 -0.0001
C -0.355 3.007 1.631 0.0000
C -2.675 2.378 1.522 0.0000
N 3.470 -1.307 -0.688 0.0000
C 3.126 -2.685 -0.409 0.0000
C 4.858 -0.971 -0.493 0.0000
H 2.492 2.917 -1.230 0.0000
H 3.987 2.722 -2.167 0.0000
H 3.903 2.134 -0.505 0.0000
H 3.027 1.386 -3.972 0.0000
H 1.465 1.836 -3.239 0.0000
H 1.850 0.131 -3.531 0.0000
H 0.671 4.074 -1.237 0.0000
H -0.239 5.439 -0.538 0.0000
H -0.131 5.247 -2.301 0.0000
H -3.431 3.767 -1.320 0.0000
H -2.769 5.118 -2.264 0.0000
H -2.751 5.197 -0.490 0.0000
H 0.600 2.891 1.124 0.0000
H -0.257 2.631 2.653 0.0000
H -0.607 4.075 1.677 0.0000
H -3.383 1.781 0.951 0.0000
H -3.017 3.421 1.544 0.0000
H -2.650 2.010 2.551 0.0000
H 2.084 -2.835 -0.673 0.0000
H 3.276 -2.935 0.647 0.0000
H 3.741 -3.347 -1.021 0.0000
H 5.051 0.018 -0.904 0.0000
H 5.473 -1.693 -1.034 0.0000
H 5.148 -1.001 0.564 0.0000
```

## Properties
HOMO (alpha / beta) = -7.184 / -7.186 eV
LUMO level (alpha / beta) = -0.63 / -0.63 eV
E_tot = -4645.84085 hartree
Spin multiplicity = 2

=====

ClIS | ωB97M-V/def2-TZVPD

The geometry in XYZ format:
```
3
Properties=species:S:1:pos:R:3:mulliken_charge:R:1
Cl 1.451 -0.302 0.178 -0.0797
S -0.485 0.041 -0.477 0.0104
I -2.326 0.738 1.381 0.0694
```

## Properties
Energy above the lowest of the compared OMol25 structures with the same formula, charge and spin = 13.2 kcal/mol
HOMO = -9.505 eV
LUMO level = -2.65 eV
Structure (SMILES) = ClSI
E_tot = -1156.04165 hartree
Spin multiplicity = 1

=====

C12H16N2O5 | ωB97M-V/def2-TZVPD

The geometry in XYZ format:
```
35
Properties=species:S:1:pos:R:3:mulliken_charge:R:1
C -2.935 -2.039 1.014 -1.8078
C -3.236 -0.870 0.079 1.3790
C -3.429 -1.367 -1.356 -1.6652
C -4.480 -0.114 0.552 -1.6537
N -2.077 0.022 0.134 -0.1629
C -1.961 1.154 -0.557 0.3758
O -2.770 1.668 -1.293 -0.6631
N -0.714 1.835 -0.371 -0.1428
C 0.351 1.478 0.383 0.7109
O 0.397 0.503 1.102 -0.7587
C 1.530 2.460 0.307 -0.4824
O 2.754 1.760 0.440 -0.2620
C 2.917 0.775 -0.470 0.6056
O 2.118 0.557 -1.347 -0.6141
C 4.166 0.056 -0.245 0.0994
C 5.126 0.205 0.730 -0.2196
C 6.109 -0.764 0.459 -0.5446
C 5.678 -1.429 -0.655 -0.3250
O 4.515 -0.943 -1.083 -0.3228
H -2.042 -2.568 0.687 0.4230
H -2.778 -1.684 2.030 0.4088
H -3.767 -2.738 1.017 0.4368
H -3.616 -0.524 -2.014 0.3945
H -4.273 -2.048 -1.407 0.4252
H -2.536 -1.886 -1.698 0.3773
H -4.341 0.245 1.569 0.3827
H -4.661 0.738 -0.098 0.3913
H -5.348 -0.767 0.525 0.4238
H -1.277 -0.266 0.686 0.4832
H -0.648 2.655 -0.961 0.2697
H 1.516 3.014 -0.638 0.3233
H 1.490 3.148 1.154 0.2659
H 5.108 0.918 1.527 0.5360
H 7.008 -0.946 1.010 0.4524
H 6.108 -2.239 -1.211 0.4599
```

## Properties
Energy above the lowest of the compared OMol25 structures with the same formula, charge and spin = 31.8 kcal/mol
HOMO = -9.323 eV
LUMO level = 0.52 eV
Structure (SMILES) = CC(C)(C)NC(=O)NC(=O)COC(=O)c1ccco1
E_tot = -952.63175 hartree
Spin multiplicity = 1

=====

C3H5NO2 | ωB97M-V/def2-TZVPD

The geometry in XYZ format:
```
11
Properties=species:S:1:pos:R:3:mulliken_charge:R:1
C 1.036 -1.907 -1.458 -0.1733
C -0.599 1.506 -0.085 -0.2982
C -0.004 0.703 1.030 -0.0236
N 0.133 -2.579 -1.167 -0.1577
O 0.230 2.086 0.848 -0.4041
O 1.000 -0.197 0.978 -0.4523
H -1.668 1.696 -0.150 0.2713
H -0.190 1.332 -1.114 0.1842
H -0.841 0.299 1.621 0.3552
H -0.600 -3.168 -0.688 0.3418
H 1.503 0.229 0.186 0.3567
```

## Properties
Energy above the lowest of the compared OMol25 structures with the same formula, charge and spin = 96.5 kcal/mol
HOMO = -9.716 eV
LUMO level = 0.88 eV
E_tot = -322.42050 hartree
Spin multiplicity = 1